The following is a DFT calculation (ωB97M-V/def2-TZVPD) of 2 unconnected molecules or ions with the total composition C2H10N6S in a non-equilibrium geometry.

Results
HOMO-LUMO gap (eV): 8.84
Relative energy (zero: lowest compared OMol25 entry of this formula, charge and spin) (kcal/mol): 0.0
E_HOMO (eV): -16.7
Net charge: +2
F_max (eV/Å): 5.40

Each line ends with the Mulliken charge.
Positions of all 19 atoms, in Å:
C: 0.502 0.028 0.313  0.5233
C: 2.908 0.459 0.096  0.5581
N: 1.588 0.708 0.151  -0.3626
N: -0.680 0.611 -0.340  0.4931
N: 0.371 -0.988 1.069  -0.2789
N: 3.844 1.377 0.528  -0.4094
N: -1.778 0.074 -0.333  -0.9896
N: -4.585 -0.567 -0.588  -0.5204
S: 3.465 -0.846 -0.862  -0.1467
H: -0.661 1.407 -0.889  0.2897
H: 1.111 -1.414 1.610  0.2622
H: -0.618 -1.465 1.105  0.2736
H: 4.756 1.073 0.591  0.1997
H: 3.647 2.075 1.208  0.2663
H: -3.553 -0.555 -0.240  0.4116
H: -5.313 -0.312 0.040  0.3737
H: -4.855 -1.558 -0.694  0.4050
H: -4.768 -0.031 -1.542  0.4223
H: 4.618 -0.075 -1.222  0.2291